# 1
# C25H22N5O3ReS3

C25H22N5O3ReS3 as an isolated structure (ωB97M-V/def2-TZVPD, the OMol25 dataset).

As for the spin multiplicity: 2. The calculation puts the lowest unoccupied orbital energy (alpha / beta) at -0.152 / -0.147 hartree. The calculation puts the energy above the lowest of the compared OMol25 structures with the same formula, charge and spin at 0.000 eV. Its HOMO energy (alpha / beta) is -10.9 / -10.7 eV. Its net charge is +1.

```
59
Properties=species:S:1:pos:R:3:forces:R:3:lowdin_spin:R:1
Re -0.79239 0.04367 0.13132 1.8 1.2 -2.3 0.783
S -1.09042 -3.55504 -3.33112 0.0 0.4 0.3 0.001
S 2.72074 0.72619 3.08855 0.0 -0.1 -0.2 0.002
S 3.61431 0.60041 -2.33979 -0.5 0.0 0.1 0.000
O -1.31207 -1.40235 1.44866 0.3 0.9 -0.4 0.017
O -3.03612 -2.56111 2.28284 0.3 0.1 0.0 0.000
O -4.69833 0.64555 -1.15081 0.0 -0.1 0.0 0.054
N -0.70893 -1.64012 -1.69675 -0.1 0.2 0.8 0.006
N -1.29531 1.64781 -1.50397 -0.5 -0.6 1.0 -0.007
N -2.77692 0.06733 -0.04576 0.3 -0.4 0.7 0.077
N 1.20136 0.40862 -1.57467 -0.9 -0.6 0.9 -0.001
N 1.17752 -0.05980 1.18495 -1.2 0.0 0.0 0.009
C 3.60579 -2.75439 0.42244 0.0 0.0 0.0 0.000
C 2.23960 1.18824 -1.47752 0.5 0.1 0.0 0.001
C -0.85353 1.67173 1.46810 0.1 -1.0 -0.4 -0.002
C 2.71083 -0.76203 -2.84652 0.0 0.1 0.0 0.000
C -1.79321 3.66261 2.48617 0.0 -0.1 -0.1 -0.001
C 0.35921 2.90000 3.20516 0.1 0.0 0.0 0.000
C 2.43697 -2.02795 0.32740 -0.2 0.1 0.0 0.001
C -2.58698 1.26690 -2.10195 -0.3 -0.1 -0.2 -0.001
C -2.87530 -2.85656 -1.32689 0.0 0.1 0.1 0.001
C 0.26451 1.83843 2.30535 -0.2 0.1 0.0 0.004
C 1.29023 0.84230 2.13589 0.2 0.1 0.2 0.005
C -1.88428 2.60219 1.59304 -0.1 0.2 0.0 0.003
C 0.38169 -1.66919 -2.53751 -0.1 -0.3 -0.3 0.001
C -0.66911 3.81793 3.28922 0.1 0.1 0.1 0.002
C 2.24966 -0.93840 1.17512 0.4 -0.3 0.1 0.004
C -1.57276 -2.57931 -1.98916 0.0 -0.4 -0.4 0.002
C -3.49236 -0.54006 1.06668 0.2 -0.3 0.3 0.007
C 2.25987 2.45682 -0.69756 0.1 0.0 0.0 0.001
C 4.38620 -1.39508 2.26073 0.0 0.0 0.0 0.000
C 4.57596 -2.43922 1.37629 0.0 0.0 0.1 0.000
C -3.49363 0.64185 -1.05062 0.2 0.5 -0.3 0.021
C 3.22219 -0.64714 2.14270 -0.2 0.1 -0.1 0.000
C -2.59210 -1.62622 1.67171 -0.8 0.0 0.0 0.003
C 0.33956 -2.63846 -3.48790 -0.1 0.0 -0.1 0.000
C 1.44774 -0.70084 -2.34966 0.4 0.1 -0.2 0.001
H -0.59805 4.65261 3.97258 0.0 0.0 0.0 0.000
H 1.65933 -2.30740 -0.36898 0.0 0.0 0.0 0.001
H 5.11814 -1.16360 3.02230 0.0 0.0 0.0 0.000
H 1.05240 -2.83390 -4.27128 0.0 0.0 0.0 0.000
H -2.60472 4.37604 2.54651 0.0 0.0 0.0 0.000
H -3.29473 -3.78932 -1.69688 0.0 0.0 0.0 0.000
H 1.31421 2.57237 -0.16861 0.0 0.0 0.0 0.001
H 3.15080 -1.53464 -3.45433 0.0 0.0 0.0 0.000
H -2.75550 -2.94563 -0.24980 0.0 -0.1 0.0 0.000
H -3.10737 2.10441 -2.56397 0.0 0.0 0.0 0.000
H 1.24148 3.00313 3.82628 0.0 0.1 0.0 0.000
H -0.59212 1.73494 -2.22556 0.2 -0.1 0.1 0.001
H -2.78638 2.50154 0.99794 0.0 0.0 0.0 0.000
H 3.07123 2.44329 0.03136 0.0 0.0 0.0 0.000
H -3.58627 -2.05330 -1.52573 0.0 0.0 0.0 0.001
H -2.41350 0.50612 -2.86556 0.1 0.0 0.0 0.000
H 3.77091 -3.58631 -0.24901 0.0 0.0 0.0 0.000
H -4.46599 -0.92772 0.77792 0.1 -0.1 -0.1 0.000
H -3.63795 0.18749 1.87487 -0.1 0.1 -0.1 0.003
H 2.41878 3.31024 -1.35739 0.0 0.0 0.0 0.000
H 5.47527 -3.03626 1.43804 0.0 0.0 0.0 0.000
H -1.39017 2.55058 -1.04489 0.1 0.0 0.1 0.000
```
Positions in Å, forces in eV/Å.

---

# 2
# BrH2PS

A 2-piece molecular cluster, BrH2PS overall (ωB97M-V/def2-TZVPD, the OMol25 dataset).

As for the spin multiplicity: 1. The calculation puts the lowest unoccupied orbital energy (alpha / beta) at -0.048 / -0.102 hartree. The calculation puts the energy above the lowest of the compared OMol25 structures with the same formula, charge and spin at 3.337 eV. Its HOMO energy (alpha / beta) is -9.8 / -8.9 eV.

```
5
Properties=species:S:1:pos:R:3:forces:R:3:mulliken_charge:R:1
Br 2.10080 0.39951 1.08991 0.5 -1.5 -0.7 0.018
S 2.79531 -1.53021 0.19794 -0.5 1.5 0.7 -0.024
P -1.90056 0.26422 0.22796 0.1 1.5 -0.9 -0.079
H -1.27946 -0.49997 -0.74735 0.3 -0.8 -0.3 0.037
H -1.71609 1.36644 -0.76845 -0.3 -0.7 1.1 0.049
```
Positions in Å, forces in eV/Å.

---

What is the energy above the lowest of the compared OMol25 structures with the same formula, charge and spin in the first record? 0.000 eV

---

Which of these has the lowest spin multiplicity? BrH2PS

---

energy above the lowest of the compared OMol25 structures with the same formula, charge and spin of number 1 (C25H22N5O3ReS3)? 0.000 eV